Record 1
Molecular formula: C5H8LiNaO3
Method: DFT, ωB97M-V/def2-TZVPD

Computed properties:
DFT total energy   -16062.970 eV
Largest force on an atom   4.57 eV/A
Total charge   +2
Gap between HOMO and LUMO   10.6 eV
E_HOMO   -17.91 eV
2S+1   1

Positions of all 18 atoms, in Å:
1 Na -2.25 0.65 -2.71
2 O 1.14 -0.35 -0.54
3 O 0.04 0.92 -2.01
4 O -1.08 -0.41 -0.79
5 C -2.75 -1.23 0.68
6 C 0.13 -0.10 -1.19
7 C 3.38 1.79 1.22
8 C 3.39 1.51 0.02
9 C -1.28 -0.94 0.56
10 Li 2.15 -0.45 1.04
11 H -0.93 -0.20 1.28
12 H -2.93 -1.77 1.62
13 H 0.89 1.52 -1.86
14 H 3.20 1.99 2.27
15 H -3.11 -1.85 -0.16
16 H -3.33 -0.30 0.68
17 H -0.65 -1.83 0.66
18 H 3.99 1.06 -0.77

Löwdin atomic charge list, values in e, 2 entries: 0.878, 0.005

***

Record 2
Molecular formula: CH2FFe
Method: DFT, ωB97M-V/def2-TZVPD

Computed properties:
Expectation value of S²   6.083
DFT total energy   -38159.128 eV
Largest force on an atom   2.98 eV/A
Total charge   +1
Gap between HOMO and LUMO (spin up / spin down)   6.5 / 7.6 eV
E_HOMO (spin up / spin down)   -13.69 / -14.66 eV
2S+1   5

Positions of all 5 atoms, in Å:
1 Fe 1.33 0.47 0.39
2 F -1.59 0.20 -0.29
3 C -0.66 -0.70 -0.10
4 H -1.13 -1.52 0.47
5 H 1.42 -1.07 -0.82

Löwdin atomic charge list, values in e, 2 entries: 0.821, 0.035

***

Record 3
Molecular formula: C3H8N2
Method: DFT, ωB97M-V/def2-TZVPD

Computed properties:
DFT total energy   -6216.725 eV
Largest force on an atom   3.81 eV/A
Total charge   0
Gap between HOMO and LUMO   8.8 eV
E_HOMO   -8.48 eV
2S+1   1

Positions of all 13 atoms, in Å:
1 N 0.03 -0.82 -0.07
2 N 1.99 0.76 0.09
3 C -2.24 -0.03 0.02
4 C -0.78 0.40 -0.09
5 C 1.41 -0.41 0.02
6 H -0.40 1.00 0.76
7 H -2.41 -0.61 -0.89
8 H -0.56 1.01 -0.95
9 H -2.33 -0.69 0.87
10 H 1.96 1.32 -0.76
11 H 0.65 -0.83 0.96
12 H -2.85 0.86 0.18
13 H 1.99 -1.32 -0.19

Löwdin atomic charge list, values in e, 2 entries: 0.032, 0.027